Entry 1:
C21H34N6O4 | ωB97M-V with the def2-TZVPD basis set

Each line ends with the Löwdin charge.
CARTESIAN COORDINATES (ANGSTROEM)
C 5.692 2.146 -0.614  -0.11
C 4.808 1.200 0.191  -0.26
C 3.591 1.883 0.814  -0.22
C 2.589 2.374 -0.229  -0.20
C 1.310 2.943 0.386  -0.16
C 0.364 1.881 0.961  -0.11
N -0.039 0.907 -0.025  0.05
C -0.890 1.029 -1.069  -0.24
C -1.685 2.243 -1.445  -0.09
N -3.066 2.311 -1.010  -0.16
C -3.929 1.232 -1.428  -0.14
C -3.761 -0.064 -0.599  -0.12
N -3.158 0.267 0.673  -0.04
C -2.450 -0.612 1.420  -0.55
O -1.980 -0.348 2.503  0.09
O -2.321 -1.817 0.822  0.00
C -1.686 -2.811 1.631  -0.21
C -1.797 -4.154 0.936  -0.04
C -3.620 1.493 1.283  -0.10
C -3.318 2.696 0.364  -0.15
N -0.953 -0.073 -1.803  0.21
C -0.122 -0.947 -1.206  -0.22
C 0.474 -0.371 -0.095  -0.07
C 1.377 -1.096 0.742  -0.37
O 1.916 -0.709 1.763  0.06
N 1.602 -2.386 0.244  0.04
C 2.515 -3.239 0.988  0.00
C 1.025 -2.984 -0.866  -0.47
O 1.291 -4.127 -1.174  0.07
N 0.141 -2.222 -1.596  0.02
C -0.539 -2.787 -2.739  0.00
H 5.168 2.525 -1.488  0.06
H 5.999 2.991 -0.002  0.07
H 6.586 1.628 -0.955  0.07
H 5.403 0.760 0.995  0.11
H 4.471 0.382 -0.450  0.10
H 3.105 1.165 1.476  0.08
H 3.922 2.729 1.421  0.12
H 2.335 1.553 -0.905  0.11
H 3.051 3.159 -0.831  0.11
H 0.783 3.521 -0.377  0.10
H 1.571 3.626 1.197  0.12
H -0.526 2.360 1.375  0.12
H 0.857 1.328 1.762  0.12
H -1.705 2.266 -2.541  0.13
H -1.189 3.147 -1.091  0.11
H -4.955 1.600 -1.332  0.12
H -3.733 1.020 -2.479  0.12
H -3.106 -0.765 -1.115  0.10
H -4.738 -0.544 -0.446  0.13
H -2.183 -2.832 2.607  0.13
H -0.642 -2.527 1.799  0.11
H -1.243 -4.157 0.002  0.06
H -1.392 -4.927 1.583  0.08
H -2.839 -4.378 0.724  0.08
H -3.123 1.589 2.249  0.12
H -4.702 1.414 1.453  0.13
H -4.186 3.367 0.364  0.12
H -2.465 3.266 0.733  0.11
H 1.992 -4.130 1.334  0.10
H 3.338 -3.546 0.343  0.10
H 2.887 -2.664 1.833  0.09
H -1.593 -2.949 -2.505  0.09
H -0.062 -3.736 -2.977  0.09
H -0.465 -2.097 -3.578  0.09

For the total energy, the calculation gives -1450.20543 a.u. As for the SMILES: CCCCCCn1c(CN2CCN(C(=O)OCC)CC2)nc2c1c(=O)n(C)c(=O)n2C. The total charge is 0. The HOMO energy comes out at -8.20 eV. As for the gap between HOMO and LUMO: 8.88 eV. As for the energy above the lowest of the compared OMol25 structures with the same formula, charge and spin: 17.70 kJ/mol.

---

Entry 2:
C21H35Cl9O26S5 | ωB97M-V with the def2-TZVPD basis set

Each line ends with the Löwdin charge.
CARTESIAN COORDINATES (ANGSTROEM)
C -3.522 13.646 -8.795  -0.03
C -2.173 14.217 -8.428  -0.30
C -1.564 13.779 -7.064  -0.13
O -0.350 13.273 -7.469  0.03
C -0.306 13.116 -8.854  -0.51
O 0.696 12.723 -9.427  0.10
O -1.364 13.688 -9.456  0.06
H -4.028 13.915 -9.722  0.09
H -4.310 14.007 -8.132  0.08
H -3.562 12.558 -8.746  0.09
H -2.195 15.307 -8.393  0.15
H -2.264 13.133 -6.534  0.12
H -1.549 14.653 -6.413  0.13
C -4.851 6.485 -10.757  -0.02
C -4.027 5.524 -11.628  -0.33
C -2.526 5.592 -11.184  -0.11
O -2.161 4.169 -11.126  0.04
C -3.344 3.421 -11.073  -0.43
O -3.340 2.194 -10.988  0.12
O -4.455 4.281 -11.157  0.05
H -5.872 6.155 -10.952  0.08
H -4.901 7.471 -11.220  0.08
H -4.664 6.478 -9.684  0.08
H -3.951 5.686 -12.703  0.16
H -2.309 6.112 -10.251  0.11
H -1.965 6.237 -11.860  0.06
O -2.922 8.295 -8.450  -0.22
S -2.270 9.196 -7.586  0.71
O -1.659 10.403 -8.139  -0.25
O -3.215 9.616 -6.313  -0.21
C -3.196 8.696 -5.258  -0.15
C -1.644 8.244 -5.160  -0.14
O -1.200 8.381 -6.519  -0.24
H -3.586 9.358 -4.485  0.12
H -3.833 7.823 -5.402  0.08
H -1.486 7.201 -4.889  0.07
H -1.071 8.900 -4.505  0.09
O -0.011 5.871 -3.667  -0.26
S 1.179 5.199 -3.163  0.74
O 2.069 5.868 -2.245  -0.23
O 0.674 3.765 -2.456  -0.22
C 1.095 2.617 -3.146  -0.18
C 2.241 3.001 -4.085  -0.15
O 1.994 4.391 -4.390  -0.20
H 1.527 1.929 -2.420  0.14
H 0.199 2.336 -3.700  0.13
H 2.334 2.321 -4.931  0.14
H 3.252 2.929 -3.684  0.13
O -7.050 12.188 -5.956  -0.24
S -6.252 11.825 -4.768  0.80
O -6.192 10.379 -4.413  -0.26
O -4.706 12.498 -4.911  -0.23
C -4.311 13.397 -3.903  -0.17
C -5.342 13.035 -2.812  -0.23
O -6.540 12.702 -3.391  -0.17
H -3.291 13.234 -3.558  0.12
H -4.502 14.388 -4.316  0.13
H -5.323 13.961 -2.238  0.14
H -4.960 12.155 -2.294  0.12
O -3.212 9.993 -1.166  -0.25
S -1.885 10.328 -1.641  0.67
O -1.626 11.399 -2.617  -0.24
O -0.981 10.446 -0.321  -0.22
C -0.647 9.193 0.301  -0.13
C -0.542 8.228 -0.868  -0.11
O -1.129 8.946 -1.997  -0.24
H 0.257 9.410 0.869  0.14
H -1.485 8.939 0.950  0.13
H -1.040 7.263 -0.781  0.14
H 0.502 8.078 -1.144  0.13
O -8.530 6.499 -6.259  -0.22
S -7.276 6.095 -5.705  0.72
O -6.280 5.515 -6.633  -0.31
O -6.453 7.291 -4.896  -0.26
C -6.879 7.370 -3.524  -0.16
C -7.108 5.910 -3.086  -0.18
O -7.476 5.220 -4.288  -0.22
H -6.066 7.916 -3.045  0.13
H -7.826 7.897 -3.639  0.13
H -7.888 5.800 -2.333  0.13
H -6.282 5.316 -2.696  0.07
Cl -3.778 2.598 -4.407  0.55
C -3.023 4.203 -4.488  -1.49
Cl -3.699 5.266 -3.283  0.59
Cl -3.329 5.018 -6.051  0.59
H -1.960 4.072 -4.287  -0.01
Cl 0.253 10.403 -13.006  0.50
C -1.070 10.341 -11.795  -1.48
Cl -1.966 8.825 -12.100  0.56
Cl -2.086 11.762 -11.994  0.56
H -0.627 10.424 -10.803  0.00
Cl 1.206 11.260 -5.161  0.53
C 1.763 10.623 -6.737  -1.45
Cl 2.327 8.929 -6.498  0.50
Cl 3.081 11.568 -7.550  0.52
H 0.967 10.621 -7.480  -0.01

For the total energy, the calculation gives -8909.83928 a.u. As for the SMILES: C[C@H]1COC(=O)O1.C[C@H]1COC(=O)O1.O=S1(=O)OCCO1.O=S1(=O)OCCO1.O=S1(=O)OCCO1.O=S1(=O)OCCO1.O=S1(=O)OCCO1.ClC(Cl)Cl.ClC(Cl)Cl.ClC(Cl)Cl. The total charge is 0. The HOMO energy comes out at -10.52 eV. As for the gap between HOMO and LUMO: 10.40 eV.

---

Entry 3:
C21H35N2O2OsSi2 | ωB97M-V with the def2-TZVPD basis set

Each line ends with the Löwdin charge.
CARTESIAN COORDINATES (ANGSTROEM)
Os -0.675 -0.918 -0.048  1.53
C -4.125 -0.381 -0.469  0.00
C -2.918 -1.224 -0.733  -0.31
C -2.107 -1.008 -1.876  -0.08
C -1.015 -1.849 -2.159  -0.08
C -0.596 -2.788 -1.195  -0.14
C -1.462 -3.086 -0.090  -0.08
C -2.632 -2.348 0.090  -0.03
H -5.016 -1.012 -0.495  0.12
H -4.245 0.404 -1.212  0.10
H -4.075 0.076 0.521  0.10
H -2.386 -0.208 -2.546  0.13
H -0.431 -1.694 -3.057  0.12
H 0.300 -3.378 -1.317  0.14
H -1.187 -3.869 0.603  0.15
H -3.265 -2.546 0.945  0.15
C 0.171 2.624 1.294  -0.14
Si 0.052 2.258 -0.530  0.57
C 1.159 3.448 -1.415  -0.16
C -1.687 2.334 -1.179  -0.15
C 0.800 0.281 -0.624  -0.35
C 1.759 -0.164 0.428  -0.38
C 3.030 0.188 0.850  0.02
C 3.606 -0.579 1.853  0.02
C 2.918 -1.665 2.390  0.01
C 1.638 -1.946 1.953  -0.05
N 1.090 -1.176 1.012  -0.04
Si 1.827 0.294 -2.432  0.56
C 3.377 1.304 -2.438  -0.14
C 0.653 0.776 -3.801  -0.15
C 2.393 -1.484 -2.507  -0.14
H -0.009 3.698 1.404  0.07
H 1.161 2.425 1.708  0.05
H -0.579 2.101 1.882  0.01
H 0.675 4.406 -1.184  0.07
H 1.210 3.376 -2.497  0.04
H 2.165 3.500 -1.001  0.05
H -1.993 3.384 -1.129  0.07
H -2.388 1.765 -0.568  0.02
H -1.778 2.040 -2.225  0.04
H 3.553 1.028 0.414  0.12
H 4.601 -0.342 2.206  0.14
H 3.365 -2.288 3.153  0.13
H 1.050 -2.760 2.352  0.13
H 3.265 2.382 -2.450  0.03
H 3.841 1.020 -3.392  0.07
H 4.093 1.026 -1.666  0.04
H 0.711 1.838 -4.040  0.05
H -0.395 0.544 -3.620  0.01
H 0.959 0.243 -4.707  0.07
H 2.958 -1.759 -1.613  0.05
H 3.101 -1.532 -3.341  0.07
H 1.637 -2.238 -2.696  0.02
N -2.028 -0.682 5.218  0.22
C -1.872 0.164 3.988  -0.01
C -1.469 -0.772 2.836  -0.58
O -1.363 -0.150 1.702  -0.17
O -1.323 -1.957 3.050  0.08
H -2.975 -0.651 5.601  0.19
H -1.387 -0.413 5.968  0.19
H -1.816 -1.654 4.928  0.16
H -1.112 0.925 4.147  0.15
H -2.808 0.666 3.758  0.15

For the total energy, the calculation gives -1749.94099 a.u. The total charge is +3. The HOMO energy (alpha / beta) comes out at -17.92 / -17.92 eV. As for the gap between HOMO and LUMO (alpha / beta): 6.61 / 6.61 eV. As for the energy above the lowest of the compared OMol25 structures with the same formula, charge and spin: 19.48 kJ/mol.

---

Entry 4:
C21H35N2O5SSbSi3Ti | ωB97M-V with the def2-TZVPD basis set

Each line ends with the Löwdin spin population.
CARTESIAN COORDINATES (ANGSTROEM)
Ti 0.654 0.098 -0.319  0.96
O -0.050 1.097 3.670  0.08
C -0.151 0.741 2.374  0.24
O 0.926 0.508 1.700  0.10
C -1.415 0.604 1.781  0.12
C -2.720 0.832 2.287  0.10
C -3.786 0.622 1.446  0.04
C -3.614 0.199 0.110  0.15
C -2.313 0.002 -0.317  0.02
N -1.289 0.185 0.494  0.14
C -1.851 -0.431 -1.696  0.00
O -2.635 -0.819 -2.533  0.00
O -0.546 -0.369 -1.836  -0.01
H 0.893 1.189 3.863  0.00
H -2.864 1.166 3.305  0.01
H -4.788 0.795 1.819  0.00
H -4.443 0.043 -0.562  0.01
O 2.659 0.310 -0.676  0.02
N 3.193 1.520 -0.452  0.01
C 4.515 1.532 -0.169  0.00
C 5.176 2.698 0.081  0.00
C 4.450 3.892 0.035  0.00
C 3.113 3.858 -0.255  0.00
C 2.434 2.650 -0.509  0.00
S 0.764 2.552 -0.852  0.00
H 4.963 0.550 -0.166  0.00
H 6.231 2.676 0.308  0.00
H 4.937 4.838 0.230  0.00
H 2.526 4.764 -0.298  0.00
C 3.111 -5.274 1.625  0.00
Si 2.759 -3.433 1.621  0.00
C 2.252 -2.877 3.339  0.00
C 4.269 -2.476 1.056  0.00
Sb 0.886 -2.721 0.057  0.01
Si 1.454 -3.608 -2.265  0.00
C 2.366 -5.247 -2.196  0.00
C 2.554 -2.306 -3.040  0.00
C -0.134 -3.779 -3.237  0.00
Si -1.218 -3.936 0.861  0.00
C -1.825 -3.007 2.369  0.00
C -2.532 -3.940 -0.470  0.00
C -0.795 -5.703 1.336  0.00
H 3.894 -5.487 2.358  0.00
H 3.456 -5.628 0.653  0.00
H 2.229 -5.854 1.901  0.00
H 3.085 -2.974 4.040  0.00
H 1.424 -3.479 3.719  0.00
H 1.934 -1.832 3.325  0.00
H 5.125 -2.679 1.705  0.00
H 4.051 -1.407 1.083  0.00
H 4.549 -2.734 0.032  0.00
H 3.342 -5.139 -1.718  0.00
H 2.532 -5.614 -3.213  0.00
H 1.803 -6.007 -1.651  0.00
H 3.450 -2.119 -2.445  0.00
H 2.023 -1.359 -3.151  0.00
H 2.866 -2.638 -4.034  0.00
H -0.714 -4.643 -2.910  0.00
H 0.110 -3.923 -4.294  0.00
H -0.758 -2.887 -3.157  0.00
H -2.147 -1.998 2.105  0.00
H -1.049 -2.924 3.133  0.00
H -2.681 -3.527 2.809  0.00
H -2.670 -2.974 -0.958  0.00
H -3.483 -4.214 -0.004  0.00
H -2.317 -4.679 -1.243  0.00
H -0.133 -5.730 2.204  0.00
H -0.306 -6.235 0.518  0.00
H -1.707 -6.248 1.595  0.00

For the total energy, the calculation gives -3663.53492 a.u. The total charge is 0. The HOMO energy (alpha / beta) comes out at -5.83 / -8.16 eV. As for the spin multiplicity: 3. As for the gap between HOMO and LUMO (alpha / beta): 6.05 / 8.15 eV. As for the energy above the lowest of the compared OMol25 structures with the same formula, charge and spin: 0.00 kJ/mol.

---

Entry 5:
C21H35N5O10PS3 | ωB97M-V with the def2-TZVPD basis set

Each line ends with the Löwdin charge.
CARTESIAN COORDINATES (ANGSTROEM)
C 3.334 -3.747 3.179  -0.13
C 4.265 -2.495 2.827  -0.25
C 3.452 -1.190 2.427  -0.20
C 2.510 -1.402 1.141  -0.17
C 2.890 -0.306 0.026  -0.12
C 1.851 -0.293 -1.155  -0.05
C 1.883 -1.519 -2.039  -0.13
O 2.797 -2.545 -1.761  0.02
C 0.956 -1.671 -3.218  -0.05
C 0.904 -2.926 -4.148  -0.16
C 0.790 -4.321 -3.396  -0.21
C -0.701 -4.787 -3.069  -0.45
S -1.912 -3.416 -2.917  0.89
C -2.514 -3.294 -1.204  -1.00
S -2.064 -4.349 0.013  0.70
N -3.462 -2.226 -0.924  -0.23
C -4.856 -2.738 -0.869  -0.17
C -5.790 -1.594 -0.274  -0.17
O -5.585 -1.419 1.144  -0.16
C -4.239 -1.842 1.510  -0.16
C -3.178 -1.514 0.350  -0.19
C 0.031 -0.467 -3.457  -0.38
S -1.138 -0.424 -4.875  0.82
C 0.066 0.698 -2.534  -0.21
N -0.862 1.780 -2.873  0.14
C -2.019 1.528 -2.402  -0.27
O -3.108 1.131 -2.328  0.23
N 0.937 0.774 -1.402  0.00
P 0.968 2.116 -0.264  0.60
O 2.273 2.833 -0.363  -0.23
O 0.762 1.476 1.282  -0.11
O -0.214 3.254 -0.446  -0.12
H 2.400 -3.418 3.727  0.08
H 3.118 -4.416 2.293  0.07
H 3.921 -4.369 3.932  0.08
H 5.012 -2.825 2.043  0.11
H 4.820 -2.243 3.787  0.11
H 2.893 -0.731 3.289  0.12
H 4.233 -0.428 2.093  0.11
H 2.791 -2.433 0.744  0.10
H 1.410 -1.425 1.386  0.11
H 3.863 -0.687 -0.432  0.15
H 3.130 0.703 0.456  0.10
H 2.318 -3.163 -1.167  0.11
H 0.045 -2.888 -4.892  0.08
H 1.844 -2.926 -4.787  0.15
H 1.222 -5.106 -4.097  0.13
H 1.379 -4.400 -2.442  0.10
H -0.644 -5.378 -2.098  0.06
H -1.061 -5.535 -3.847  0.10
H -5.176 -2.947 -1.942  0.14
H -4.959 -3.727 -0.314  0.13
H -6.871 -1.852 -0.522  0.14
H -5.571 -0.642 -0.858  0.13
H -4.262 -2.935 1.786  0.11
H -4.004 -1.274 2.466  0.14
H -2.111 -1.606 0.712  0.10
H -3.328 -0.402 0.130  0.11
H -1.673 -1.698 -5.004  -0.12
H -0.011 0.861 1.272  0.09
H -1.097 2.948 -0.136  0.10
C 0.694 6.397 -0.626  0.05
N 0.694 7.167 0.645  -0.43
O 1.617 7.934 0.837  0.09
O -0.239 6.971 1.407  0.05
H 1.575 6.669 -1.202  0.10
H 0.713 5.340 -0.368  0.06
H -0.215 6.656 -1.167  0.11
C 0.388 7.403 4.349  0.02
N 0.319 7.688 5.808  -0.45
O 0.765 6.844 6.566  0.06
O -0.181 8.747 6.137  0.07
H 0.855 6.431 4.206  0.09
H -0.629 7.402 3.965  0.09
H 0.984 8.188 3.888  0.10

For the total energy, the calculation gives -3382.73938 a.u. The total charge is +1. The HOMO energy comes out at -11.67 eV. As for the gap between HOMO and LUMO: 6.62 eV. As for the energy above the lowest of the compared OMol25 structures with the same formula, charge and spin: 383.45 kJ/mol.

---

Entry 6:
C21H35NO6 | ωB97M-V with the def2-TZVPD basis set

Each line ends with the Löwdin charge.
CARTESIAN COORDINATES (ANGSTROEM)
C 5.355 3.274 -4.060  -0.10
C 4.002 3.132 -3.794  -0.08
C 3.523 1.960 -3.240  -0.04
C 4.389 0.917 -2.937  -0.23
C 3.844 -0.352 -2.337  -0.15
N 2.896 -0.061 -1.275  -0.17
C 3.523 0.542 -0.113  -0.15
C 2.558 1.471 0.624  -0.19
O 1.586 0.729 1.332  -0.16
C 0.689 1.552 2.036  -0.19
C -0.396 0.687 2.669  -0.18
O -1.197 1.528 3.473  -0.13
C -2.444 0.980 3.840  -0.18
C -3.531 1.236 2.777  -0.18
O -4.781 0.725 3.184  -0.13
C -5.023 -0.616 2.811  -0.18
C -5.698 -0.695 1.429  -0.18
O -5.961 -2.024 1.026  -0.13
C -5.042 -2.596 0.131  -0.18
C -3.656 -2.905 0.726  -0.17
O -2.812 -1.769 0.784  -0.17
C -2.048 -1.531 -0.380  -0.18
C -0.753 -2.366 -0.389  -0.18
O -0.062 -2.282 -1.614  -0.13
C 0.756 -1.141 -1.787  -0.18
C 2.043 -1.190 -0.950  -0.17
C 5.743 1.067 -3.202  -0.05
C 6.223 2.238 -3.764  -0.09
H 5.730 4.188 -4.495  0.10
H 3.320 3.939 -4.024  0.10
H 2.472 1.839 -3.025  0.11
H 4.675 -0.991 -1.988  0.13
H 3.307 -0.902 -3.115  0.13
H 4.359 1.154 -0.459  0.12
H 3.907 -0.209 0.594  0.13
H 2.067 2.131 -0.106  0.13
H 3.126 2.098 1.329  0.13
H 1.211 2.109 2.828  0.13
H 0.223 2.285 1.360  0.13
H -0.986 0.198 1.885  0.11
H 0.072 -0.096 3.283  0.14
H -2.735 1.480 4.768  0.13
H -2.355 -0.096 4.034  0.13
H -3.657 2.316 2.655  0.13
H -3.223 0.804 1.819  0.11
H -5.697 -1.035 3.562  0.13
H -4.093 -1.192 2.804  0.11
H -5.078 -0.181 0.686  0.12
H -6.665 -0.185 1.486  0.13
H -5.509 -3.533 -0.182  0.13
H -4.917 -1.950 -0.751  0.13
H -3.188 -3.701 0.138  0.12
H -3.780 -3.254 1.754  0.13
H -1.805 -0.465 -0.367  0.12
H -2.622 -1.747 -1.290  0.13
H -0.127 -2.067 0.458  0.12
H -1.005 -3.425 -0.275  0.13
H 0.213 -0.218 -1.553  0.12
H 1.001 -1.137 -2.852  0.12
H 2.545 -2.154 -1.123  0.13
H 1.781 -1.123 0.105  0.10
H 6.427 0.263 -2.970  0.11
H 7.279 2.342 -3.968  0.10

For the total energy, the calculation gives -1327.27703 a.u. As for the SMILES: c1ccc(CN2CCOCCOCCOCCOCCOCCOCC2)cc1. The total charge is 0. The HOMO energy comes out at -8.66 eV. As for the gap between HOMO and LUMO: 9.47 eV. As for the energy above the lowest of the compared OMol25 structures with the same formula, charge and spin: 284.12 kJ/mol.

---

Short version: largest force on an atom = 1.350, 4.361, 0.643, 0.600, 5.240, 0.581 eV/Å, in the order given.
Short version: molar mass = 434.54, 1182.90, 593.93, 681.47, 644.71, 397.51 g/mol, in the order given.